The following is a DFT calculation (ωB97M-V with the def2-TZVPD basis set) of a structure of composition C5H3N at a distorted geometry.

energy relative to the best compared isomer or geometry (same formula, charge and spin): 118.5 kcal per mole
orbital gap: 8.8 eV
strongest force on any atom: 3.09 eV Å⁻¹
highest occupied orbital energy: -8.37 eV

Positions of all 9 atoms, in Å:
C: -2.651 -1.128 -0.049
C: -1.294 -1.051 -0.006
C: -2.290 0.250 -0.109
C: 0.048 -0.380 0.321
C: -0.665 0.861 -0.155
N: -1.886 1.427 0.219
H: 0.262 -0.645 1.285
H: 0.848 -0.698 -0.338
H: -0.236 1.299 -1.080

Löwdin population analysis, charges in e, atoms 1 to 6: number 1, C, carries 0.07; number 2, C, carries -0.03; number 3, C, carries -0.25; number 4, C, carries -0.07; number 5, C, carries -0.18; number 6, N, carries 0.12